Molecular formula: C5H15N2O
Method: DFT, the ωB97M-V functional and the def2-TZVPD basis

The geometry in XYZ format:
```
23
Properties=species:S:1:pos:R:3:nbo_charge:R:1
C 1.269 -0.855 2.688 -0.62
C -0.076 -0.430 2.110 -0.40
C -0.185 -0.528 0.604 -0.41
C 0.808 0.329 -0.190 -0.24
N 0.348 1.702 -0.433 -0.50
C -0.543 2.028 -1.326 0.39
N -1.127 1.168 -2.126 -0.74
H 1.283 -0.658 3.762 0.23
H 1.438 -1.904 2.495 0.21
H 2.121 -0.257 2.381 0.20
H -0.855 -1.031 2.582 0.23
H -0.296 0.587 2.442 0.20
H -1.193 -0.371 0.255 0.21
H 0.079 -1.542 0.297 0.22
H 1.731 0.425 0.382 0.24
H 1.062 -0.106 -1.155 0.22
H 0.633 2.430 0.207 0.43
H -0.854 3.048 -1.470 0.23
H -0.960 0.152 -2.192 0.46
H -1.681 1.523 -2.880 0.42
H -1.796 -1.961 -2.855 0.50
H -0.271 -2.222 -2.719 0.50
O -0.936 -1.529 -2.857 -0.96
```

The calculation puts the LUMO energy at -2.881 eV. Its net charge is +1. For the energy above the lowest of the compared OMol25 structures with the same formula, charge and spin, the calculation gives 3.5 kJ/mol. For the HOMO-LUMO gap, the calculation gives 11.7 eV.

Molecular formula: C5H15N2O
Method: DFT, the ωB97M-V functional and the def2-TZVPD basis

The geometry in XYZ format:
```
23
Properties=species:S:1:pos:R:3:nbo_charge:R:1
C 1.811 1.574 1.008 -0.62
C 0.407 1.336 0.449 -0.04
C -0.186 0.029 1.007 -0.47
C -1.347 -0.621 0.324 0.21
C -1.964 -0.243 -0.802 -0.55
N -1.614 -1.889 0.843 -0.80
N 0.488 1.273 -1.061 -0.70
H 1.728 2.033 1.990 0.25
H 2.322 0.629 1.134 0.22
H 2.410 2.201 0.364 0.22
H -0.273 2.124 0.763 0.23
H -0.441 0.271 2.035 0.25
H 0.608 -0.712 1.105 0.23
H -2.006 0.733 -1.266 0.18
H -2.623 -0.945 -1.298 0.23
H -2.590 -2.168 0.890 0.40
H -1.139 -2.087 1.708 0.38
H 0.430 0.291 -1.383 0.49
H 1.375 1.648 -1.389 0.44
H -0.318 1.740 -1.468 0.44
H 2.176 -1.781 -0.699 0.49
H 1.607 -2.003 -2.055 0.50
O 1.606 -1.340 -1.344 -0.97
```

The calculation puts the LUMO energy at -2.929 eV. Its net charge is +1. For the energy above the lowest of the compared OMol25 structures with the same formula, charge and spin, the calculation gives 102.9 kJ/mol. For the HOMO-LUMO gap, the calculation gives 9.1 eV.

Molecular formula: C5H15N2O
Method: DFT, the ωB97M-V functional and the def2-TZVPD basis

The geometry in XYZ format:
```
23
Properties=species:S:1:pos:R:3:nbo_charge:R:1
C 1.725 -2.002 1.328 -0.66
C 0.966 -0.792 0.884 -0.04
C -0.480 -1.215 0.464 -0.46
C -1.197 0.005 0.092 -0.14
C -1.780 0.325 -1.056 -0.04
N -2.207 1.810 -1.182 -0.74
N 1.569 -0.084 -0.267 -0.86
H 2.375 -2.429 0.589 0.22
H 2.398 -1.980 2.164 0.24
H 1.095 -2.841 1.688 0.23
H 0.891 -0.109 1.787 0.20
H -0.384 -1.904 -0.375 0.23
H -0.888 -1.824 1.292 0.26
H -1.128 0.860 0.759 0.21
H -2.054 -0.200 -1.952 0.23
H -2.878 1.936 -0.428 0.43
H -1.278 2.251 -1.013 0.47
H -2.643 1.995 -2.077 0.44
H 1.734 -0.738 -1.030 0.39
H 2.432 0.318 0.078 0.39
H 0.655 2.941 -0.329 0.49
H 0.757 1.428 -0.498 0.51
O 0.319 2.251 -0.918 -0.99
```

The calculation puts the LUMO energy at -2.851 eV. Its net charge is +1. For the energy above the lowest of the compared OMol25 structures with the same formula, charge and spin, the calculation gives 150.4 kJ/mol. For the HOMO-LUMO gap, the calculation gives 11.0 eV.

Molecular formula: C5H15N2O
Method: DFT, the ωB97M-V functional and the def2-TZVPD basis

The geometry in XYZ format:
```
23
Properties=species:S:1:pos:R:3:nbo_charge:R:1
C -2.321 -0.848 1.488 -0.65
C -1.253 -0.160 0.686 -0.01
C -0.246 0.651 1.471 -0.46
C 0.958 1.097 0.628 -0.31
C 0.833 1.366 -0.680 0.00
N 2.045 1.581 -1.373 -0.85
N -0.502 -1.306 -0.079 -0.71
H -1.890 -1.549 2.200 0.23
H -3.136 -1.225 0.867 0.24
H -2.891 -0.064 2.008 0.26
H -1.690 0.435 -0.116 0.21
H 0.024 0.016 2.318 0.22
H -0.659 1.551 1.929 0.26
H 1.849 1.086 1.240 0.23
H -0.028 1.298 -1.321 0.21
H 2.922 1.888 -0.999 0.41
H 1.887 1.916 -2.312 0.38
H 0.463 -1.002 -0.245 0.48
H -0.987 -1.417 -0.950 0.43
H -0.526 -2.199 0.389 0.43
H 2.230 -0.455 -2.225 0.51
H 1.428 -1.606 -2.851 0.49
O 1.488 -1.053 -2.073 -0.99
```

The calculation puts the LUMO energy at -2.915 eV. Its net charge is +1. For the energy above the lowest of the compared OMol25 structures with the same formula, charge and spin, the calculation gives 121.2 kJ/mol. For the HOMO-LUMO gap, the calculation gives 9.0 eV.

Molecular formula: C5H15N2S
Method: DFT, the ωB97M-V functional and the def2-TZVPD basis

The geometry in XYZ format:
```
23
Properties=species:S:1:pos:R:3:nbo_charge:R:1
C 0.133 -0.547 1.118 -0.23
N 0.728 0.572 0.447 -0.66
C 0.102 1.887 0.620 -0.23
C -0.143 2.563 -0.715 -0.53
S 1.427 3.046 -1.505 -0.07
C -0.566 -1.548 0.157 -0.18
N -0.124 -1.248 -1.266 -1.00
C -0.396 -2.997 0.519 -0.64
H -0.655 -0.222 1.777 0.19
H 0.852 -1.066 1.743 0.20
H 1.713 0.617 0.628 0.39
H 0.737 2.537 1.212 0.19
H -0.842 1.755 1.146 0.20
H -0.742 3.459 -0.587 0.22
H -0.661 1.903 -1.377 0.22
H 1.436 4.330 -1.129 0.12
H -1.623 -1.298 0.115 0.19
H -1.030 -1.119 -1.855 0.12
H 0.440 -0.391 -1.229 0.43
H 0.337 -2.048 -1.688 0.39
H 0.492 -3.492 0.144 0.22
H -0.409 -3.087 1.610 0.22
H -1.204 -3.605 0.116 0.23
```

The calculation puts the LUMO energy (spin up / spin down) at 0.759 / 0.660 eV. As for the multiplicity: 2. As for the expectation value of S²: 0.751. For the energy above the lowest of the compared OMol25 structures with the same formula, charge and spin, the calculation gives 188.0 kJ/mol. For the HOMO-LUMO gap (spin up / spin down), the calculation gives 3.9 / 9.9 eV.

Molecular formula: C5H15N2S
Method: DFT, the ωB97M-V functional and the def2-TZVPD basis

The geometry in XYZ format:
```
23
Properties=species:S:1:pos:R:3:nbo_charge:R:1
C 0.458 -1.468 0.249 -0.24
N -0.558 -0.791 1.095 -0.47
C -0.050 -0.211 2.354 -0.23
C -1.192 0.452 3.086 -0.62
S 0.410 2.555 -0.569 -0.01
C 0.779 -0.802 -1.127 -0.29
N -0.306 -0.013 -1.742 -0.30
C -0.077 0.138 -3.213 -0.44
H 1.384 -1.467 0.820 0.22
H 0.138 -2.496 0.118 0.24
H -0.958 -0.110 0.486 0.35
H 0.344 -1.062 2.916 0.21
H 0.768 0.469 2.089 0.19
H -1.875 -0.337 3.412 0.23
H -0.892 1.051 3.943 0.24
H -1.735 1.094 2.381 0.20
H 1.705 -0.221 -1.032 0.27
H 1.045 -1.620 -1.792 0.24
H 0.959 3.172 -1.653 0.15
H -0.339 0.977 -1.299 0.32
H -1.023 0.482 -3.617 0.25
H 0.629 0.969 -3.297 0.23
H 0.385 -0.760 -3.606 0.24
```

The calculation puts the LUMO energy at -8.932 eV. Its net charge is +1. For the energy above the lowest of the compared OMol25 structures with the same formula, charge and spin, the calculation gives 596.7 kJ/mol. For the HOMO-LUMO gap, the calculation gives 4.0 eV.

Molecular formula: C5H15N3
Method: DFT, the ωB97M-V functional and the def2-TZVPD basis

The geometry in XYZ format:
```
23
Properties=species:S:1:pos:R:3:nbo_charge:R:1
C 2.656 1.085 -0.464 -0.62
C 2.035 -0.018 0.362 -0.21
N 0.448 0.165 0.422 -0.48
C -0.215 0.431 1.695 -0.40
C -0.189 -0.520 -0.635 0.31
N -0.531 -1.855 -0.338 -0.90
N -1.468 0.343 -0.963 -0.71
C -2.826 -0.035 -0.615 -0.40
H 2.378 0.994 -1.518 0.21
H 2.327 2.068 -0.113 0.21
H 3.748 1.054 -0.396 0.21
H 2.372 0.026 1.400 0.19
H 2.289 -1.008 -0.025 0.19
H 0.507 0.692 2.473 0.20
H -0.892 1.282 1.578 0.20
H -0.786 -0.441 2.026 0.17
H 0.403 -0.490 -1.551 0.16
H -0.330 -2.269 0.561 0.39
H -1.046 -2.420 -1.004 0.38
H -1.316 1.289 -1.296 0.37
H -3.001 0.063 0.463 0.16
H -3.533 0.626 -1.129 0.20
H -3.031 -1.061 -0.934 0.18
```

The calculation puts the LUMO energy at 1.049 eV. For the energy above the lowest of the compared OMol25 structures with the same formula, charge and spin, the calculation gives 206.0 kJ/mol. Its SMILES is CCN(C)[C@@H](N)NC. For the HOMO-LUMO gap, the calculation gives 8.6 eV.

Molecular formula: C5H15N3
Method: DFT, the ωB97M-V functional and the def2-TZVPD basis

The geometry in XYZ format:
```
23
Properties=species:S:1:pos:R:3:nbo_charge:R:1
C -2.176 0.044 0.020 -0.63
C -0.793 0.334 -0.594 -0.07
C -0.678 1.796 -1.042 -0.22
N -1.042 1.968 -2.465 -0.84
N 0.303 0.000 0.322 -0.64
C 0.748 -1.383 0.279 -0.22
C 2.132 -1.499 0.919 -0.23
N 2.077 -1.402 2.366 -0.86
H -2.576 0.936 0.509 0.20
H -2.134 -0.737 0.772 0.21
H -2.912 -0.239 -0.726 0.21
H -0.687 -0.255 -1.496 0.20
H -1.281 2.464 -0.424 0.16
H 0.358 2.099 -0.930 0.20
H -0.481 2.707 -2.871 0.36
H -2.015 2.237 -2.552 0.35
H 0.051 0.229 1.274 0.35
H 0.804 -1.731 -0.749 0.19
H 0.028 -2.030 0.793 0.17
H 2.675 -0.664 0.467 0.18
H 2.630 -2.420 0.612 0.19
H 2.745 -2.001 2.838 0.37
H 2.222 -0.453 2.677 0.36
```

The calculation puts the LUMO energy at 1.123 eV. For the energy above the lowest of the compared OMol25 structures with the same formula, charge and spin, the calculation gives 102.9 kJ/mol. Its SMILES is C[C@@H](CN)NCCN. For the HOMO-LUMO gap, the calculation gives 9.6 eV.

Molecular formula: C5H15N3
Method: DFT, the ωB97M-V functional and the def2-TZVPD basis

The geometry in XYZ format:
```
23
Properties=species:S:1:pos:R:3:nbo_charge:R:1
H -2.112 1.169 1.369 0.33
N -2.194 0.717 0.460 -0.74
C -1.978 -0.529 0.473 0.46
C -2.090 -1.311 -0.804 -0.68
N -1.605 -1.265 1.567 -0.83
H -2.948 -1.978 -0.753 0.22
H -1.196 -1.909 -0.967 0.22
H -2.227 -0.624 -1.632 0.24
H -1.635 -2.269 1.534 0.39
H -1.648 -0.842 2.479 0.39
C 1.922 0.779 1.049 -0.61
C 1.187 0.515 -0.264 -0.04
C 2.157 0.070 -1.354 -0.61
N 0.535 1.747 -0.688 -0.84
H 2.637 1.584 0.913 0.21
H 2.447 -0.114 1.378 0.20
H 1.213 1.070 1.824 0.20
H 0.463 -0.302 -0.092 0.15
H 2.875 0.862 -1.549 0.21
H 1.622 -0.143 -2.277 0.20
H 2.692 -0.826 -1.049 0.20
H -0.203 1.990 -0.034 0.37
H 0.086 1.607 -1.586 0.35
```

The calculation puts the LUMO energy at 0.776 eV. For the energy above the lowest of the compared OMol25 structures with the same formula, charge and spin, the calculation gives 28.8 kJ/mol. Its SMILES is [H]/N=C(/C)N.CC(C)N. For the HOMO-LUMO gap, the calculation gives 9.5 eV.

Molecular formula: C5H15N3
Method: DFT, the ωB97M-V functional and the def2-TZVPD basis

The geometry in XYZ format:
```
23
Properties=species:S:1:pos:R:3:nbo_charge:R:1
C -2.607 -0.125 0.007 0.61
C 1.269 1.522 0.106 -0.32
C 2.311 -0.627 0.738 -0.45
C 1.084 -0.365 -1.373 -0.45
C -0.064 -0.474 0.805 -0.04
N -3.147 0.538 -0.993 -0.79
N -3.193 -0.368 1.142 -0.79
N 1.103 -0.041 0.036 -0.29
H 1.585 1.522 1.119 0.23
H 1.929 1.700 -0.653 0.23
H 0.277 1.864 -0.059 0.22
H 3.088 0.001 1.018 0.27
H 2.120 -0.986 1.716 0.26
H 2.731 -1.483 0.284 0.27
H 1.046 -1.405 -1.655 0.26
H 0.315 0.102 -2.028 0.25
H 2.069 0.163 -1.764 0.25
H -0.297 -1.523 0.701 0.23
H -0.306 0.165 1.666 0.24
H -2.604 0.739 -1.857 0.46
H -4.185 0.704 -0.894 0.45
H -2.709 -0.832 1.935 0.46
H -4.225 -0.095 1.222 0.45
```

The calculation puts the LUMO energy (spin up / spin down) at -10.102 / -9.165 eV. Its net charge is +2. For the energy above the lowest of the compared OMol25 structures with the same formula, charge and spin, the calculation gives 643.3 kJ/mol. For the HOMO-LUMO gap (spin up / spin down), the calculation gives 8.2 / 10.0 eV.

| no. | strongest force on any atom (eV/Å) |
| --- | --- |
| 1 | 1.12 |
| 2 | 0.96 |
| 3 | 2.69 |
| 4 | 4.01 |
| 5 | 1.67 |
| 6 | 2.62 |
| 7 | 4.31 |
| 8 | 0.82 |
| 9 | 0.86 |
| 10 | 4.30 |